No. 1
# C19H24N4O3

The molecule C19H24N4O3 (ωB97M-V/def2-TZVPD, OMol25).

The geometry in XYZ format:
```
50
Properties=species:S:1:pos:R:3:nbo_charge:R:1
H -7.10 5.74 7.08 0.359
N -7.68 6.40 6.57 -0.763
C -7.53 6.26 5.32 0.673
N -8.16 6.99 4.34 -0.592
C -7.75 6.56 3.10 -0.001
C -6.86 5.58 3.30 0.097
C -6.18 4.78 2.26 0.640
O -6.55 4.89 1.10 -0.627
N -5.19 3.93 2.63 -0.422
C -4.45 3.86 3.90 -0.207
C -3.10 3.30 3.48 -0.240
C -2.16 4.40 3.00 -0.619
C -3.50 2.34 2.35 -0.050
N -2.45 1.88 1.49 -0.618
C -1.70 0.78 1.77 0.688
O -1.89 0.11 2.77 -0.629
C -0.67 0.42 0.71 -0.486
C 0.54 -0.33 1.28 -0.428
C 1.15 -1.28 0.29 -0.011
C 2.28 -0.93 -0.45 -0.225
C 2.80 -1.81 -1.38 -0.196
C 2.21 -3.04 -1.59 -0.230
C 1.08 -3.41 -0.87 -0.009
C 0.42 -4.74 -1.11 -0.632
C 0.57 -2.52 0.06 -0.184
C -4.58 3.11 1.59 -0.217
O -6.71 5.38 4.67 -0.464
H -8.83 7.71 4.55 0.431
H -8.11 6.95 2.16 0.247
H -4.37 4.85 4.36 0.218
H -4.96 3.20 4.60 0.204
H -2.64 2.75 4.30 0.228
H -2.61 4.99 2.20 0.205
H -1.91 5.08 3.82 0.219
H -1.22 3.98 2.63 0.215
H -3.93 1.44 2.81 0.231
H -2.18 2.46 0.71 0.397
H -0.37 1.30 0.14 0.208
H -1.20 -0.23 0.01 0.237
H 0.19 -0.88 2.16 0.244
H 1.29 0.39 1.63 0.210
H 2.75 0.03 -0.28 0.206
H 3.69 -1.53 -1.94 0.211
H 2.63 -3.73 -2.32 0.208
H -0.18 -5.05 -0.25 0.216
H -0.25 -4.69 -1.97 0.220
H 1.15 -5.52 -1.31 0.217
H -0.31 -2.81 0.64 0.202
H -4.14 3.74 0.81 0.195
H -5.31 2.47 1.11 0.224
```

Output
Energy above the lowest of the compared OMol25 structures with the same formula, charge and spin, kJ/mol: 156.5
Highest occupied orbital energy, eV: -8.318
Frontier orbital gap, eV: 8.87
Spin multiplicity: 1
Total energy, eV: -32196.5931

***

No. 2
# C19H24N4O3

The molecule C19H24N4O3 (ωB97M-V/def2-TZVPD, OMol25).

The geometry in XYZ format:
```
50
Properties=species:S:1:pos:R:3:nbo_charge:R:1
H 0.52 5.91 -3.39 0.359
N 0.52 5.51 -4.32 -0.764
C 0.09 4.33 -4.31 0.673
N -0.04 3.49 -5.40 -0.593
C -0.54 2.27 -5.00 -0.003
C -0.71 2.33 -3.68 0.099
C -1.28 1.29 -2.80 0.641
O -1.80 0.31 -3.32 -0.630
N -1.23 1.45 -1.46 -0.420
C -0.37 2.36 -0.68 -0.206
C -0.12 1.59 0.61 -0.248
C 1.04 0.61 0.47 -0.611
C -1.47 0.86 0.78 -0.042
N -1.49 -0.25 1.70 -0.626
C -1.37 -0.05 3.04 0.688
O -1.30 1.06 3.52 -0.629
C -1.39 -1.29 3.92 -0.491
C -0.96 -2.63 3.31 -0.433
C 0.36 -2.60 2.57 -0.007
C 1.52 -2.16 3.20 -0.231
C 2.72 -2.13 2.51 -0.188
C 2.77 -2.54 1.18 -0.253
C 1.63 -2.99 0.54 0.092
C 1.68 -3.44 -0.90 -0.651
C 0.43 -3.02 1.25 -0.270
C -1.82 0.41 -0.63 -0.218
O -0.33 3.60 -3.23 -0.463
H 0.20 3.79 -6.33 0.430
H -0.75 1.46 -5.67 0.245
H 0.55 2.58 -1.21 0.217
H -0.89 3.30 -0.50 0.203
H 0.05 2.26 1.45 0.237
H 0.91 -0.05 -0.39 0.199
H 1.97 1.15 0.33 0.215
H 1.14 -0.01 1.36 0.224
H -2.20 1.60 1.14 0.219
H -1.35 -1.17 1.33 0.404
H -2.41 -1.37 4.31 0.239
H -0.76 -1.04 4.78 0.232
H -1.74 -3.00 2.64 0.206
H -0.91 -3.36 4.12 0.232
H 1.48 -1.83 4.23 0.214
H 3.62 -1.78 3.00 0.216
H 3.71 -2.50 0.65 0.212
H 0.76 -3.18 -1.43 0.219
H 2.52 -3.00 -1.43 0.218
H 1.79 -4.53 -0.96 0.223
H -0.46 -3.38 0.75 0.203
H -1.39 -0.56 -0.86 0.196
H -2.90 0.34 -0.81 0.221
```

Output
Energy above the lowest of the compared OMol25 structures with the same formula, charge and spin, kJ/mol: 143.3
Highest occupied orbital energy, eV: -8.262
Frontier orbital gap, eV: 8.88
Spin multiplicity: 1
Total energy, eV: -32196.7298

***

No. 3
# C19H24N4O3

The molecule C19H24N4O3 (ωB97M-V/def2-TZVPD, OMol25).

The geometry in XYZ format:
```
50
Properties=species:S:1:pos:R:3:nbo_charge:R:1
H 5.87 5.25 -0.24 0.359
N 6.77 4.79 -0.20 -0.763
C 6.64 3.53 -0.22 0.673
N 7.66 2.61 -0.18 -0.592
C 7.14 1.33 -0.23 -0.001
C 5.81 1.45 -0.29 0.097
C 4.83 0.36 -0.40 0.640
O 5.24 -0.78 -0.60 -0.629
N 3.51 0.64 -0.30 -0.421
C 2.85 1.87 0.16 -0.207
C 1.51 1.38 0.69 -0.242
C 1.61 0.91 2.13 -0.617
C 1.21 0.22 -0.29 -0.044
N 0.20 -0.72 0.13 -0.618
C -1.12 -0.39 0.10 0.688
O -1.50 0.70 -0.27 -0.635
C -2.07 -1.49 0.52 -0.492
C -3.36 -0.96 1.16 -0.430
C -4.61 -1.55 0.56 -0.010
C -5.39 -2.47 1.25 -0.226
C -6.52 -3.01 0.66 -0.196
C -6.89 -2.63 -0.62 -0.230
C -6.12 -1.71 -1.33 -0.008
C -6.50 -1.31 -2.74 -0.632
C -4.99 -1.18 -0.73 -0.187
C 2.57 -0.46 -0.47 -0.218
O 5.48 2.81 -0.29 -0.464
H 8.63 2.88 -0.13 0.430
H 7.74 0.44 -0.23 0.246
H 3.44 2.36 0.93 0.219
H 2.73 2.57 -0.67 0.204
H 0.75 2.15 0.60 0.236
H 2.39 0.15 2.26 0.203
H 1.86 1.74 2.79 0.218
H 0.66 0.49 2.48 0.217
H 0.89 0.66 -1.24 0.220
H 0.48 -1.60 0.52 0.399
H -1.57 -2.21 1.17 0.210
H -2.32 -2.03 -0.40 0.241
H -3.38 0.12 1.02 0.246
H -3.35 -1.14 2.24 0.210
H -5.11 -2.76 2.26 0.206
H -7.13 -3.72 1.20 0.211
H -7.78 -3.05 -1.08 0.208
H -6.05 -0.37 -3.02 0.217
H -6.17 -2.07 -3.45 0.220
H -7.59 -1.22 -2.84 0.217
H -4.39 -0.45 -1.26 0.207
H 2.74 -1.23 0.29 0.195
H 2.69 -0.93 -1.44 0.223
```

Output
Energy above the lowest of the compared OMol25 structures with the same formula, charge and spin, kJ/mol: 159.6
Highest occupied orbital energy, eV: -8.318
Frontier orbital gap, eV: 8.89
Spin multiplicity: 1
Total energy, eV: -32196.5604

***

No. 4
# C19H25CaN5O12P2S

A structure of composition C19H25CaN5O12P2S at a distorted geometry (ωB97M-V/def2-TZVPD, OMol25).

The geometry in XYZ format:
```
65
Properties=species:S:1:pos:R:3:nbo_charge:R:1
Ca -0.01 -0.12 -0.07 1.771
C -3.18 2.39 -2.54 -0.643
C -1.77 1.87 -2.58 -0.482
O -1.02 2.29 -3.70 -0.735
P -0.80 2.41 -1.14 2.363
O 0.75 2.37 -1.47 -0.996
O -1.10 3.97 -0.96 -0.985
O -1.11 1.70 0.12 -1.195
P -1.57 0.03 -2.55 2.343
O -2.53 -0.44 -1.30 -1.027
O -2.03 -0.55 -3.82 -1.096
O -0.15 -0.13 -2.07 -1.239
H -3.20 3.47 -2.71 0.237
H -3.62 2.18 -1.57 0.231
H -3.76 1.88 -3.32 0.243
H -1.30 1.74 -4.45 0.509
H 0.92 2.15 -2.40 0.549
H -0.32 4.52 -0.87 0.523
H -3.24 -0.96 -1.68 0.525
O 0.40 -8.69 -1.36 -1.003
S 1.74 -9.24 -1.41 2.396
O 2.48 -9.01 -2.64 -0.998
O 1.91 -10.53 -0.79 -0.985
C 2.75 -8.05 -0.42 0.160
N 3.86 -8.42 0.18 -0.404
C 4.64 -7.46 0.65 0.081
C 4.27 -6.12 0.61 -0.310
C 3.07 -5.83 -0.05 0.164
N 2.35 -6.81 -0.60 -0.432
C 2.48 -4.50 -0.18 0.025
C 3.22 -3.31 -0.16 -0.235
C 2.55 -2.10 -0.21 0.023
N 1.22 -2.00 -0.26 -0.599
C 0.52 -3.14 -0.39 0.011
C 1.10 -4.39 -0.36 -0.155
H 5.58 -7.77 1.09 0.194
H 4.86 -5.35 1.08 0.209
H 4.30 -3.33 -0.12 0.232
H 3.09 -1.16 -0.20 0.193
H -0.54 -3.02 -0.55 0.196
H 0.52 -5.29 -0.49 0.275
C -0.78 -1.86 3.36 -0.635
C -1.73 -2.00 2.18 -0.067
O -1.50 -1.01 1.19 -0.791
H -1.04 -2.56 4.14 0.234
H -0.82 -0.85 3.77 0.204
H 0.24 -2.07 3.03 0.210
H -2.77 -1.95 2.52 0.184
H -1.57 -2.97 1.70 0.199
H -1.96 -0.20 1.44 0.501
N -0.07 4.31 3.46 -0.816
C 0.99 3.70 4.06 0.649
O 1.58 4.21 4.98 -0.584
C 1.41 2.37 3.51 -0.197
C 2.40 1.65 4.20 -0.084
C 2.79 0.42 3.71 -0.253
C 2.22 -0.05 2.53 0.057
N 1.30 0.64 1.84 -0.571
C 0.92 1.81 2.33 0.107
H -0.34 5.20 3.82 0.416
H -0.65 3.87 2.76 0.395
H 2.82 2.08 5.09 0.255
H 3.52 -0.18 4.24 0.240
H 2.51 -1.00 2.12 0.214
H 0.17 2.32 1.75 0.197
```

Output
Energy above the lowest of the compared OMol25 structures with the same formula, charge and spin, kJ/mol: 169.5
Highest occupied orbital energy, eV: -7.114
Frontier orbital gap, eV: 5.79
Spin multiplicity: 1
Total energy, eV: -99988.4740

***

Which value of total energy does entry 1 give?
-32196.5931 eV

***

Number 2 is which compound?
C19H24N4O3

***

Which value of spin multiplicity does entry 3 give?
1

***

Copy entry 1 word for word.
# C19H24N4O3

The molecule C19H24N4O3 (ωB97M-V/def2-TZVPD, OMol25).

The geometry in XYZ format:
```
50
Properties=species:S:1:pos:R:3:nbo_charge:R:1
H -7.10 5.74 7.08 0.359
N -7.68 6.40 6.57 -0.763
C -7.53 6.26 5.32 0.673
N -8.16 6.99 4.34 -0.592
C -7.75 6.56 3.10 -0.001
C -6.86 5.58 3.30 0.097
C -6.18 4.78 2.26 0.640
O -6.55 4.89 1.10 -0.627
N -5.19 3.93 2.63 -0.422
C -4.45 3.86 3.90 -0.207
C -3.10 3.30 3.48 -0.240
C -2.16 4.40 3.00 -0.619
C -3.50 2.34 2.35 -0.050
N -2.45 1.88 1.49 -0.618
C -1.70 0.78 1.77 0.688
O -1.89 0.11 2.77 -0.629
C -0.67 0.42 0.71 -0.486
C 0.54 -0.33 1.28 -0.428
C 1.15 -1.28 0.29 -0.011
C 2.28 -0.93 -0.45 -0.225
C 2.80 -1.81 -1.38 -0.196
C 2.21 -3.04 -1.59 -0.230
C 1.08 -3.41 -0.87 -0.009
C 0.42 -4.74 -1.11 -0.632
C 0.57 -2.52 0.06 -0.184
C -4.58 3.11 1.59 -0.217
O -6.71 5.38 4.67 -0.464
H -8.83 7.71 4.55 0.431
H -8.11 6.95 2.16 0.247
H -4.37 4.85 4.36 0.218
H -4.96 3.20 4.60 0.204
H -2.64 2.75 4.30 0.228
H -2.61 4.99 2.20 0.205
H -1.91 5.08 3.82 0.219
H -1.22 3.98 2.63 0.215
H -3.93 1.44 2.81 0.231
H -2.18 2.46 0.71 0.397
H -0.37 1.30 0.14 0.208
H -1.20 -0.23 0.01 0.237
H 0.19 -0.88 2.16 0.244
H 1.29 0.39 1.63 0.210
H 2.75 0.03 -0.28 0.206
H 3.69 -1.53 -1.94 0.211
H 2.63 -3.73 -2.32 0.208
H -0.18 -5.05 -0.25 0.216
H -0.25 -4.69 -1.97 0.220
H 1.15 -5.52 -1.31 0.217
H -0.31 -2.81 0.64 0.202
H -4.14 3.74 0.81 0.195
H -5.31 2.47 1.11 0.224
```

Output
Energy above the lowest of the compared OMol25 structures with the same formula, charge and spin, kJ/mol: 156.5
Highest occupied orbital energy, eV: -8.318
Frontier orbital gap, eV: 8.87
Spin multiplicity: 1
Total energy, eV: -32196.5931